# 1
Formula: C2H14O5
Source: the OMol25 dataset
Level of theory: ωB97M-V/def2-TZVPD

```
21
Properties=species:S:1:pos:R:3:lowdin_charge:R:1
C 0.251 -1.241 1.203 -0.25
O -0.653 -0.516 2.070 -0.13
C 1.561 -0.394 1.144 -0.05
H 0.363 -2.207 1.688 0.11
H -0.265 -1.278 0.247 0.09
H -0.170 -0.040 2.748 0.08
H 2.137 -0.764 1.993 0.07
H 2.110 -0.502 0.215 0.06
H 1.209 0.612 1.359 0.07
H -2.346 0.658 1.552 0.02
H -3.372 1.563 0.777 0.05
O -2.444 1.422 0.974 -0.05
H -0.470 1.065 -2.608 0.01
H -0.801 -0.162 -1.743 0.00
O -0.652 0.109 -2.649 -0.07
H 0.206 2.986 -0.984 0.05
H -0.967 2.170 -0.396 0.01
O -0.570 2.472 -1.223 -0.05
H 1.629 -1.620 -2.787 0.03
H 1.236 -2.175 -1.501 0.01
O 2.009 -2.156 -2.080 -0.06
```

Electronic energy, eV: -12538.3125
Relative energy (zero: lowest compared OMol25 entry of this formula, charge and spin), kJ/mol: 81.5
Gap between HOMO and LUMO, eV: 11.50
Net charge: 0
SMILES: CCO.O.O.O.O
E_HOMO, eV: -10.99
Lowest unoccupied orbital energy, eV: 0.5

=====

# 2
Formula: C4H8NS2
Source: the OMol25 dataset
Level of theory: ωB97M-V/def2-TZVPD

```
15
Properties=species:S:1:pos:R:3:lowdin_charge:R:1
C 2.211 -0.098 0.719 -0.16
C 1.918 1.200 0.452 -0.33
C 0.172 -0.481 -0.283 -0.51
C -0.917 -1.316 -0.889 -0.06
N 1.248 -0.987 0.311 0.03
S 0.398 1.263 -0.337 1.09
S -2.776 1.345 0.493 0.53
H 3.081 -0.531 1.269 0.16
H 2.493 2.176 0.719 0.14
H -1.812 -0.774 -1.382 0.10
H -1.329 -1.971 -0.095 0.10
H -0.231 -2.003 -1.524 0.13
H 1.420 -1.935 0.683 0.20
H -3.777 1.686 -0.328 -0.18
H -2.098 2.426 0.189 -0.24
```

Electronic energy, eV: -27431.0293
Relative energy (zero: lowest compared OMol25 entry of this formula, charge and spin), kJ/mol: 0.0
Gap between HOMO and LUMO, eV: 8.91
Net charge: +1
E_HOMO, eV: -13.14
Lowest unoccupied orbital energy, eV: -4.2

=====

# 3
Formula: C3H5N3S2
Source: the OMol25 dataset
Level of theory: ωB97M-V/def2-TZVPD

```
13
Properties=species:S:1:pos:R:3:lowdin_charge:R:1
C 2.557 0.379 0.109 -0.09
C 1.000 0.262 -0.151 -0.69
C -2.094 -0.223 0.007 -0.75
H 2.929 1.444 0.280 0.09
H 3.273 0.148 -0.761 0.09
H 2.777 -0.235 0.914 0.02
H -3.813 0.326 -0.231 0.02
H -1.501 -1.997 0.538 0.07
N 0.319 1.330 -0.131 -0.35
N -3.314 -0.523 -0.161 0.10
N -1.086 -1.055 0.495 -0.31
S -1.369 1.519 -0.326 0.88
S 0.321 -1.374 -0.583 0.91
```

Electronic energy, eV: -29330.8493
Relative energy (zero: lowest compared OMol25 entry of this formula, charge and spin), kJ/mol: 179.1
Gap between HOMO and LUMO, eV: 8.82
Net charge: 0
SMILES: [H]/N=C1/NSC(C)=NS1
E_HOMO, eV: -8.92
Lowest unoccupied orbital energy, eV: -0.1

=====

# 4
Formula: C6H15O2
Source: the OMol25 dataset
Level of theory: ωB97M-V/def2-TZVPD

```
23
Properties=species:S:1:pos:R:3:mulliken_spin:R:1
C 0.122 2.981 0.686 -0.05
O 0.508 3.693 -0.318 0.65
C -0.701 1.437 -0.032 0.31
C 0.321 0.385 -0.260 0.00
C -0.296 -0.907 -0.980 0.02
C 0.957 -1.775 -1.445 0.00
C -1.430 -1.648 -0.179 0.01
H -0.821 3.325 1.162 0.07
H 0.780 2.724 1.485 -0.01
H -1.506 1.079 0.584 0.00
H -1.164 2.054 -0.913 0.00
H 0.735 0.297 0.719 0.01
H 1.084 0.687 -1.026 0.00
H -0.756 -0.461 -1.943 0.00
H 1.395 -2.261 -0.502 0.00
H 1.622 -0.894 -1.853 0.00
H 0.729 -2.452 -2.213 0.00
H -1.544 -2.574 -0.696 0.00
H -2.423 -1.060 -0.285 -0.01
H -1.127 -2.057 0.849 0.00
H 1.855 -0.539 2.488 0.00
H 0.392 -0.791 2.088 0.00
O 1.267 -1.243 2.586 0.00
```

Electronic energy, eV: -10555.6552
Relative energy (zero: lowest compared OMol25 entry of this formula, charge and spin), kJ/mol: 236.1
2S+1: 2
Gap between HOMO and LUMO (alpha / beta), eV: 10.22 / 8.14
Net charge: 0
E_HOMO (alpha / beta), eV: -9.55 / -9.69
Lowest unoccupied orbital energy (alpha / beta), eV: 0.7 / -1.6